{"formula": "C2H7N3O3S", "method": "wB97M-V/def2-TZVPD", "spin_multiplicity": 1, "orbital_gap_ev": 9.70, "smiles": "CS(=O)(=O)N(N)NC=O", "de_lowest_kcal_mol": 71.15, "elements": ["C", "S", "O", "O", "N", "N", "N", "C", "O", "H", "H", "H", "H", "H", "H", "H"], "coordinates": [[-0.426, -0.220, -2.057], [-0.427, -0.933, -0.316], [0.742, -1.737, -0.203], [-1.751, -1.549, -0.049], [-0.326, 0.651, 0.951], [-1.202, 0.471, 2.045], [1.044, 0.682, 1.391], [1.968, 0.904, 0.416], [1.738, 1.158, -0.742], [-0.995, 0.702, -1.945], [0.580, -0.063, -2.381], [-0.954, -1.029, -2.403], [-2.047, 1.011, 2.037], [-1.232, -0.415, 2.441], [1.369, 0.633, 2.336], [3.005, 1.041, 0.956]]}